(1)
DFT (the ωB97M-V functional and the def2-TZVPD basis) results for a 2-piece molecular cluster, C3H9NO2S overall at a distorted geometry.

**Relative energy (zero: lowest compared OMol25 entry of this formula, charge and spin)**: 1.977 eV
**Total charge**: 0
**Multiplicity**: 1
**Lowest unoccupied orbital energy**: 0.73 eV
**Frontier orbital gap**: 9.81 eV

Geometry as XYZ:
```
16
Properties=species:S:1:pos:R:3:forces:R:3
N -0.56059 0.11614 1.02587 -0.279 -1.086 -0.633
C 0.57048 -0.45124 0.28945 1.205 2.065 -0.478
C 1.05820 0.54347 -0.81391 -0.786 0.178 0.225
O 0.32787 1.41049 -1.22308 0.285 -0.041 -0.043
C 1.71795 -0.61346 1.28357 0.053 -0.798 0.144
S 1.45662 -2.16739 2.19656 0.348 0.187 0.457
H -0.63392 1.10119 0.81394 -0.059 0.181 -0.097
H -1.39191 -0.32268 0.63916 -0.130 0.334 0.318
H 0.29311 -1.35498 -0.24901 0.160 -0.314 0.291
H 2.10048 0.49689 -1.19759 -0.143 -0.374 0.165
H 1.77144 0.28414 1.89717 -0.338 -0.189 0.394
H 2.74216 -0.70246 0.92394 -0.150 -0.180 -0.760
H 0.58214 -1.69775 3.08762 -0.168 0.034 0.016
O -4.58971 2.93535 -4.15968 0.250 -0.830 -0.270
H -3.90385 2.26734 -4.38131 -0.771 0.653 0.225
H -5.44179 2.48600 -4.29222 0.522 0.181 0.049
```
Positions in Å, forces in eV/Å.

=====

(2)
DFT (the ωB97M-V functional and the def2-TZVPD basis) results for a 2-piece molecular cluster, C3H9NO3 overall at a distorted geometry.

**Relative energy (zero: lowest compared OMol25 entry of this formula, charge and spin)**: 1.602 eV
**Total charge**: 0
**Multiplicity**: 1
**Lowest unoccupied orbital energy**: 0.72 eV
**Frontier orbital gap**: 10.12 eV

Geometry as XYZ:
```
16
Properties=species:S:1:pos:R:3:forces:R:3
C 2.07996 0.73177 0.54306 0.919 0.051 0.809
N 1.39661 -0.03665 1.60683 0.102 0.277 -1.288
C -0.04137 0.33720 1.59728 0.591 -2.464 -0.388
C -0.67315 -0.79408 2.40697 0.599 1.051 2.273
O -0.30289 -0.95191 3.54845 -0.208 -0.416 -0.273
O -1.61343 -1.54744 1.84759 -0.066 0.304 -1.581
H 3.16825 0.60665 0.56671 -0.063 -0.231 0.580
H 1.88867 0.42228 -0.48954 -0.898 0.236 0.331
H 1.91743 1.78332 0.79371 -0.113 0.348 -0.996
H 1.82317 0.25368 2.47948 -0.268 -0.251 0.122
H -0.19762 1.31864 2.02399 -0.570 0.255 -0.113
H -0.38679 0.14660 0.58105 -0.056 0.917 -0.126
H -1.72645 -2.38555 2.29947 0.032 -0.075 0.651
O -2.65952 0.09892 -6.91397 -0.285 0.118 -0.591
H -2.96420 -0.07729 -6.03137 -0.193 -0.114 0.562
H -1.70866 0.09386 -6.85971 0.477 -0.005 0.028
```
Positions in Å, forces in eV/Å.